1.
Computed, not measured: a molecular structure, C34H47BrN3OSb2V, with wB97M-V/def2-TZVPD.

XYZ file:
```
89
Properties=species:S:1:pos:R:3
V -1.7567 1.6976 -0.1242
C 3.2033 -3.6104 3.4504
Sb 1.8111 -2.7871 2.0115
C 3.3014 -1.4823 1.1908
C 2.0109 -4.4911 0.6416
C 3.1017 -4.3536 -0.3686
C 4.4164 -4.6271 0.0117
C 5.4855 -4.4248 -0.8454
C 5.2447 -3.9395 -2.1227
C 3.9417 -3.6989 -2.5257
C 2.8489 -3.9100 -1.6808
C 1.4698 -3.6497 -2.1893
Sb 0.5933 -1.7511 -1.4588
C -0.9649 -1.8532 -2.9307
C 1.9855 -0.6049 -2.6075
H 4.1703 -3.7919 2.9807
H 2.8155 -4.5465 3.8536
H 3.3389 -2.9087 4.2736
H 4.0994 -2.0651 0.7311
H 3.7079 -0.8951 2.0158
H 2.8774 -0.8003 0.4567
H 1.0356 -4.6385 0.1836
H 2.2015 -5.3340 1.3095
H 4.5987 -4.9989 1.0144
H 6.4948 -4.6389 -0.5170
H 6.0649 -3.7616 -2.8070
H 3.7517 -3.3417 -3.5319
H 0.7765 -4.4420 -1.8977
H 1.4758 -3.5985 -3.2797
H -0.5213 -1.9406 -3.9233
H -1.5540 -0.9407 -2.8658
H -1.6013 -2.7210 -2.7486
H 1.9510 -0.9383 -3.6461
H 2.9933 -0.7485 -2.2163
H 1.7256 0.4478 -2.5405
C -0.6228 2.2918 -3.0209
C -0.2920 2.0403 -1.5633
O -0.5696 0.7093 -1.1638
C 0.9959 2.5644 -1.0839
C 1.7450 1.8896 -0.1073
C 2.9394 2.3993 0.3717
C 3.4374 3.6081 -0.0993
C 2.7125 4.2915 -1.0669
C 1.5208 3.7787 -1.5550
H -1.5662 1.8054 -3.2714
H 0.1527 1.9076 -3.7008
H -0.7416 3.3558 -3.2414
H 1.3600 0.9538 0.2796
H 3.4894 1.8450 1.1246
H 4.3694 4.0086 0.2798
H 3.0808 5.2365 -1.4508
H 0.9819 4.3354 -2.3119
C -1.0206 2.5017 1.6844
H -0.6320 3.5146 1.5327
H -0.2046 1.8998 2.1046
H -1.8055 2.5674 2.4535
N -3.5995 1.7478 -1.5899
C -3.5742 2.7861 -1.0274
Br -2.5057 7.7382 2.3597
C -2.8250 6.1877 1.3138
C -2.1173 5.9963 0.1210
C -2.3422 4.8838 -0.6436
C -3.2687 3.8756 -0.2097
C -4.0263 4.1384 0.9815
C -3.7853 5.2614 1.7287
H -1.3829 6.7261 -0.1932
H -1.7814 4.7207 -1.5536
H -4.7761 3.4252 1.2991
H -4.3413 5.4346 2.6408
C -3.1567 -1.0499 -0.0087
C -3.9401 -2.1735 0.7071
N -3.8300 -2.0269 2.1607
C -4.5109 -0.7908 2.5524
C -4.0006 0.4007 1.7058
N -2.7874 -0.0027 0.9709
C -1.8283 -0.5899 1.9340
C -2.4086 -1.9045 2.5018
H -3.7315 -0.5847 -0.8081
H -2.2273 -1.4192 -0.4428
H -3.5576 -3.1566 0.4241
H -5.0006 -2.1449 0.4457
H -4.3207 -0.6263 3.6152
H -5.5874 -0.9269 2.4268
H -3.7525 1.2637 2.3255
H -4.7384 0.7165 0.9651
H -1.6512 0.1508 2.7124
H -0.8836 -0.7585 1.4142
H -2.3013 -1.9427 3.5878
H -1.8848 -2.7709 2.0915
```

- relative energy (zero: lowest compared OMol25 entry of this formula, charge and spin) (kJ/mol) = 45.6
- multiplicity = 4
- gap between HOMO and LUMO (spin up / spin down) (eV) = 5.153 / 6.168
- charge = -1
- HOMO (spin up / spin down) (eV) = -2.73 / -3.75

2.
Computed, not measured: a molecular structure, C29H35CsN4O2STe, with wB97M-V/def2-TZVPD.

XYZ file:
```
73
Properties=species:S:1:pos:R:3
Cs -0.3699 0.6836 0.8314
O 1.7856 2.1861 1.5167
C 2.0565 2.8668 2.5670
C 3.3728 3.3698 2.7980
C 3.7333 4.0302 3.9542
C 2.8062 4.2398 4.9774
C 1.5115 3.7808 4.7770
C 1.0984 3.1452 3.6082
C -0.3211 2.7255 3.5536
N -1.0724 2.7345 2.5220
N -2.3702 2.2968 2.7644
C -3.0490 1.9804 1.6675
O -2.6593 1.8999 0.4723
C -4.4983 1.6215 1.9509
C -5.2847 1.1433 0.9083
C -6.6180 0.8112 1.1170
C -7.1846 0.9581 2.3771
C -6.4046 1.4384 3.4228
C -5.0720 1.7663 3.2108
H 4.1043 3.1838 2.0181
H 4.7557 4.3776 4.0730
H 3.0839 4.7416 5.8960
H 0.7697 3.9293 5.5581
H -0.7701 2.4173 4.5061
H -4.8165 1.0413 -0.0628
H -7.2153 0.4334 0.2950
H -8.2239 0.6990 2.5450
H -6.8389 1.5549 4.4095
H -4.4483 2.1361 4.0132
C 3.1139 2.9861 -1.8230
C 2.3814 4.2902 -1.4427
N 0.9353 4.2420 -1.4936
C 0.2889 4.2960 -2.7836
C 0.5431 3.1858 -3.8169
S 0.0726 1.5003 -3.3138
C 1.6747 0.6421 -3.3090
C 2.4185 0.6067 -1.9666
N 2.4218 1.8571 -1.2668
H 4.1625 3.0697 -1.4873
H 3.1567 2.8677 -2.9080
H 2.7379 5.1149 -2.0716
H 2.6533 4.5284 -0.4103
H 0.6346 3.4164 -0.9864
H 0.5636 5.2445 -3.2659
H -0.7875 4.3399 -2.5997
H 1.5874 3.1618 -4.1249
H -0.0455 3.4246 -4.7076
H 2.2844 1.0879 -4.0983
H 1.4601 -0.3877 -3.5998
H 3.4219 0.1913 -2.1729
H 1.9279 -0.1313 -1.3297
H 2.4679 1.8021 -0.2523
C 0.4152 -9.1036 -1.4195
C 0.4015 -7.5976 -1.3451
C 0.7062 -6.9248 -0.1720
C 0.6984 -5.5324 -0.0910
C 1.0417 -4.8976 1.2290
C 0.3777 -4.7494 -1.2209
Te 0.4247 -2.6386 -1.1058
C 0.0520 -5.4330 -2.4102
C -0.3196 -4.7173 -3.6854
C 0.0742 -6.8269 -2.4495
H 0.6979 -9.5389 -0.4594
H 1.1262 -9.4608 -2.1694
H -0.5668 -9.5016 -1.6892
H 0.9597 -7.4999 0.7152
H 1.2540 -5.6613 1.9817
H 0.2232 -4.2657 1.5787
H 1.9039 -4.2358 1.1301
H -0.6138 -3.6886 -3.4900
H -1.1408 -5.2376 -4.1861
H 0.5297 -4.6927 -4.3751
H -0.1816 -7.3248 -3.3834
```

- relative energy (zero: lowest compared OMol25 entry of this formula, charge and spin) (kJ/mol) = 62.3
- gap between HOMO and LUMO (eV) = 5.433
- charge = -2
- HOMO (eV) = -1.46

3.
Computed, not measured: a single C4HNO3 molecule, with wB97M-V/def2-TZVPD.

XYZ file:
```
9
Properties=species:S:1:pos:R:3
C -1.9110 -0.5175 -0.1369
C -0.6884 0.5454 -0.1135
C 0.6794 0.3977 0.3405
C 1.3260 -0.7417 -0.1961
H -2.9347 0.1067 -0.5965
N 2.3897 -1.4023 -0.5844
O -1.7868 -1.4670 0.5609
O -0.7842 1.6112 -0.7883
O 1.2923 1.3066 0.8928
```

- relative energy (zero: lowest compared OMol25 entry of this formula, charge and spin) (kJ/mol) = 387.2
- gap between HOMO and LUMO (eV) = 8.468
- charge = 0
- SMILES = N#CC(=O)C(=O)C=O
- HOMO (eV) = -10.82

4.
Computed, not measured: a molecular structure, C2AgO6, with wB97M-V/def2-TZVPD.

XYZ file:
```
9
Properties=species:S:1:pos:R:3
Ag 1.1319 1.4172 -0.9438
C -1.4369 0.9433 0.5727
O -1.5663 0.0874 1.4622
O -0.5134 1.7317 0.6504
O -2.0268 0.7474 -0.4743
C 1.1812 -1.2616 -0.3054
O 0.4252 -2.1504 0.0934
O 0.9358 -0.9721 -1.4602
O 1.8692 -0.5428 0.4049
```

- multiplicity = 2
- gap between HOMO and LUMO (spin up / spin down) (eV) = 3.662 / 3.660
- charge = -2
- HOMO (spin up / spin down) (eV) = 2.08 / 2.00

5.
Computed, not measured: a molecular structure, C12H19Cl3O3Ti, with wB97M-V/def2-TZVPD.

XYZ file:
```
38
Properties=species:S:1:pos:R:3
C -1.0144 0.8133 -1.3012
C -1.8422 -0.3545 -1.2372
C -1.0156 -1.4809 -0.9566
C -3.2868 -0.4185 -1.5933
C 0.3323 -1.0234 -0.7881
C 0.3387 0.4210 -1.0143
C 1.5928 1.1608 -1.3349
C -1.4515 2.0803 -1.9406
C -1.4580 -2.8877 -1.1387
C 1.5671 -1.8509 -0.8678
Ti -0.5888 0.0763 1.0526
Cl -2.7535 0.1899 1.7859
Cl -0.4187 2.3620 1.2064
Cl -0.4198 -2.1539 1.8443
H -3.7844 0.5294 -1.3423
H -3.7811 -1.2285 -1.0361
H -3.4437 -0.6080 -2.6706
H -2.3673 -3.0761 -0.5569
H -0.6925 -3.5922 -0.8041
H -1.6905 -3.1044 -2.1949
H 1.4607 -2.7449 -0.2466
H 2.4277 -1.2826 -0.5028
H 1.7466 -2.1532 -1.9139
H 2.4356 0.7192 -0.7880
H 1.5317 2.2163 -1.0445
H 1.8043 1.0818 -2.4174
H -2.3719 2.4374 -1.4705
H -1.6635 1.9348 -3.0123
H -0.6902 2.8558 -1.8396
O 2.3964 3.8167 0.7331
H 3.1957 4.0921 1.2513
C 2.1175 0.2400 4.3774
C 1.8884 0.0388 2.8839
O 2.7958 -0.2454 2.1049
O 0.6321 0.2227 2.5618
H 3.1303 -0.0624 4.6526
H 1.3697 -0.3275 4.9493
H 1.9710 1.3064 4.6096
```

- relative energy (zero: lowest compared OMol25 entry of this formula, charge and spin) (kJ/mol) = 0.0
- gap between HOMO and LUMO (eV) = 4.591
- charge = -2
- HOMO (eV) = 0.28

6.
Computed, not measured: a molecular structure, C19H27AsN8O3S5Tc, with wB97M-V/def2-TZVPD.

XYZ file:
```
64
Properties=species:S:1:pos:R:3
Tc 1.1636 1.0232 -0.0239
C -1.5109 3.9050 -2.1943
C -0.4553 2.8800 -1.7968
N -0.2841 2.5138 -0.5754
N -1.1160 3.0593 0.3430
C -0.6176 3.0748 1.5852
N -1.3384 3.6371 2.5542
S 0.8237 2.2813 1.9750
C 0.4890 2.2454 -2.7811
C 0.3800 2.3745 -4.1360
C 1.2853 1.6489 -4.9323
C 2.3310 0.9552 -4.3260
C 2.3706 0.9386 -2.9500
N 1.5057 1.6377 -2.1802
H -2.4961 3.4070 -2.0476
H -1.4010 4.1827 -3.2287
H -1.3795 4.7924 -1.5982
H -1.9915 3.4673 0.0785
H -2.1804 4.0883 2.3117
H -1.0782 3.5559 3.5474
H -0.3984 2.9250 -4.6395
H 1.0948 1.6770 -5.9877
H 3.0020 0.3308 -4.9268
H 3.1179 0.3415 -2.4962
S 9.1557 1.8430 0.8664
As 7.5755 0.8261 1.5605
S 4.2035 1.7800 1.6556
S 3.2036 2.0524 0.0318
S 5.9881 2.6170 1.1915
C -0.6816 -1.1029 5.0488
C 0.0095 -2.0420 4.0911
C -0.7117 -2.0958 2.7293
C -2.1889 -2.4420 2.9704
C -3.0075 -2.6076 1.6836
C 0.0885 -3.0750 1.9461
O -0.0227 -4.2722 1.9245
N 1.2510 -2.5747 1.2819
C 1.4726 -1.2582 1.0541
O 2.3144 -0.7753 0.2467
N 0.6294 -0.3216 1.5314
C -0.6163 -0.6489 2.0510
O -1.4860 0.1843 2.0285
H -0.1578 -1.1528 5.9954
H -1.7455 -1.2751 5.2104
H -0.5530 -0.0920 4.6854
H 0.0596 -3.0676 4.5184
H 1.0328 -1.6963 4.0564
H -2.6785 -1.7665 3.6804
H -2.2161 -3.4141 3.4924
H -3.2977 -1.6405 1.2357
H -3.9621 -3.1509 1.8060
H -2.4481 -3.0917 0.9431
H 1.9424 -3.2123 0.9443
C -0.9802 -3.4740 -2.7073
N -1.2074 -1.9893 -2.5997
C -2.0648 -1.3782 -3.6396
C -0.5864 -1.1536 -1.8534
N 0.0035 -0.3826 -1.1984
H -0.0998 -3.8786 -2.1834
H -0.8628 -3.6701 -3.7744
H -1.8896 -3.9653 -2.3659
H -1.5071 -1.4137 -4.5980
H -2.2608 -0.3222 -3.4395
H -3.0141 -1.8416 -3.6759
```

- relative energy (zero: lowest compared OMol25 entry of this formula, charge and spin) (kJ/mol) = 122.5
- gap between HOMO and LUMO (spin up / spin down) (eV) = 5.040 / 5.042
- charge = +3
- HOMO (spin up / spin down) (eV) = -16.41 / -16.41

no.,largest force on an atom (eV/A)
1,0.30
2,1.78
3,14.37
4,8.79
5,2.14
6,2.54